The following is a quantum chemistry calculation of a cluster of 3 separate species, C37H55BrF7N4O5 in total at a distorted geometry, from OMol25.

Properties
F_max	0.188	hartree/bohr
HOMO-LUMO gap	5.2089	eV
electronic energy	-5309.86384	Eh
E_LUMO	-5.534	eV
molar mass	848.76	g/mol

ORCA input file:
```
! wB97M-V def2-TZVPD RIJCOSX def2/J DEFGRID3
* xyz 1 1
C 8.44073 -1.48236 0.93730
C 7.54879 -1.74669 -0.43003
C 6.02572 -2.19612 -0.00921
C 5.32239 -1.17062 1.10828
C 5.08341 0.24818 0.32215
C 4.86681 1.54850 1.35143
C 4.59905 2.84379 0.32921
C 3.71474 4.04234 1.01495
C 3.29402 5.25653 -0.00653
C 2.79707 4.76675 -1.49366
C 1.20230 4.39585 -1.39538
C 0.75727 3.04299 -2.21862
C -0.84925 3.13761 -2.53032
C -1.76358 1.96540 -1.83951
C -2.85066 1.12181 -2.77553
N -3.77942 0.02683 -2.21274
C -4.76413 -0.68941 -3.16121
F -4.43345 -0.43009 -4.61298
F -4.66823 -2.19238 -3.03729
C -6.32236 -0.14074 -2.98407
F -6.55140 0.83659 -4.11393
F -6.55137 0.62826 -1.73962
C -7.45294 -1.34111 -3.24118
F -7.59426 -2.27355 -2.09992
F -8.79820 -0.67067 -3.39601
F -7.22551 -2.10517 -4.49015
C -3.70506 -0.29773 -0.70561
C -4.70035 -1.42573 0.02321
C -4.06465 -2.95523 -0.01973
C -3.60761 -3.53422 1.44494
O -3.91705 -5.00244 1.41916
C -4.24819 -5.48590 2.77292
C -2.66900 0.46997 0.34163
C -2.63053 0.14094 1.98152
C -1.56511 -1.00952 2.44914
C -1.54712 -1.37435 4.08112
C -2.59702 -0.52001 5.04765
C -3.54666 0.58143 4.29382
N -3.60465 0.90763 2.82819
C -1.65095 1.64434 -0.23595
C -0.65034 2.36868 0.84166
O -1.16570 3.38093 1.59131
O 0.77325 2.06572 1.05758
Br 1.18781 0.32777 0.64992
H 8.08679 -0.41996 1.34475
H 8.02959 -2.26260 1.74056
H 9.59835 -1.55379 0.77515
H 7.55152 -0.75831 -1.09020
H 8.07827 -2.56960 -1.11104
H 5.36177 -2.06091 -0.99165
H 5.92243 -3.32830 0.28725
H 4.25082 -1.64518 1.31347
H 5.93390 -1.08842 2.10283
H 5.97356 0.57110 -0.38530
H 4.12386 0.18947 -0.36576
H 3.96551 1.36673 2.08632
H 5.86934 1.79849 1.94710
H 5.62002 3.31669 -0.00584
H 3.98023 2.37672 -0.57849
H 2.75372 3.67972 1.59107
H 4.41384 4.53489 1.84724
H 2.43204 5.86984 0.54572
H 4.22443 5.99995 -0.03945
H 3.46845 3.95096 -1.99679
H 2.87309 5.72811 -2.19702
H 0.91531 4.39776 -0.25998
H 0.59048 5.29580 -1.88528
H 1.30538 3.11318 -3.27651
H 1.11520 2.03598 -1.74192
H -1.27395 4.19417 -2.19145
H -0.99199 3.03850 -3.70795
H -2.86945 1.46019 -3.91777
H -4.94232 -1.17206 1.13915
H -5.71872 -1.47914 -0.55042
H -3.22776 -3.02749 -0.85521
H -4.93850 -3.67402 -0.40081
H -4.12560 -3.00913 2.35364
H -2.41851 -3.48296 1.48025
H -5.23304 -4.89465 3.09698
H -3.38176 -5.29828 3.57014
H -4.44929 -6.65426 2.81196
H -0.82611 -1.59833 1.74771
H -0.82319 -2.17421 4.53542
H -2.70837 -0.66837 6.20624
H -4.31241 1.17082 4.99590
C -8.93442 -6.19840 0.89909
O -9.73512 -6.58887 1.73952
N -9.24929 -5.81540 -0.38794
C -8.24213 -5.36405 -1.32522
C -10.63142 -5.86587 -0.81710
H -7.85730 -6.12172 1.12061
H -8.48200 -4.34381 -1.63771
H -8.24738 -6.02597 -2.19572
H -7.24744 -5.37593 -0.87101
H -11.22976 -5.21920 -0.16827
H -10.99630 -6.89312 -0.72354
H -10.72583 -5.53475 -1.85500
C 8.52258 3.01467 0.52555
O 8.13935 2.03773 -0.10582
N 9.20045 4.09297 -0.00364
C 9.62112 5.21342 0.81135
C 9.50193 4.10626 -1.41995
H 8.34555 3.10634 1.60971
H 9.15345 6.12466 0.42795
H 10.70919 5.30539 0.75134
H 9.32969 5.07244 1.85588
H 8.56617 4.04773 -1.98394
H 10.11427 3.23247 -1.66214
H 10.03916 5.01908 -1.69185
*
```